Record 1
DFT (ωB97M-V/def2-TZVPD) results for a cluster of 2 separate species, Cl2H4N3PS in total in a non-equilibrium geometry.

Properties
* charge: 0
* total energy: -1826.4674 Eh
* E_HOMO (alpha / beta): -9.019 / -8.069 eV
* molecular weight: 180.0 g/mol
* HOMO-LUMO gap (alpha / beta): 0.2684 / 0.2269 Eh
* energy relative to the best compared isomer or geometry (same formula, charge and spin): 2.823 eV

CARTESIAN COORDINATES (ANGSTROEM)
N (-0.89301, -0.61811, -1.05029)
N (-1.58655, 0.06048, 1.15165)
N (3.53506, 0.16561, 0.33483)
P (-0.69893, 0.73485, -0.11707)
S (-1.59445, 2.28341, -0.89059)
Cl (1.88488, -0.23029, 0.74550)
Cl (4.18205, -0.61568, -1.10032)
H (-0.76964, -1.58826, -0.56304)
H (-0.36444, -0.69886, -1.89049)
H (-1.10952, 0.10007, 2.06403)
H (-2.58545, 0.40679, 1.31579)



Record 2
DFT (ωB97M-V/def2-TZVPD) results for a structure of composition Cl2HNO2S in a non-equilibrium geometry.

Properties
* charge: 0
* total energy: -1524.2774 Eh
* E_HOMO: -10.352 eV
* molecular weight: 150.0 g/mol
* HOMO-LUMO gap: 0.3724 Eh
* energy relative to the best compared isomer or geometry (same formula, charge and spin): 1.710 eV

CARTESIAN COORDINATES (ANGSTROEM)
N (1.22365, -0.62869, -0.92240)
O (0.39021, -2.22482, 0.75705)
O (-0.52293, -2.47938, -1.55169)
S (0.27835, -1.74449, -0.57270)
Cl (1.26460, -0.34992, -2.55094)
Cl (-1.25538, 0.01627, -0.04603)
H (-0.07652, 0.64511, 0.21550)